(1)
A cluster of 2 separate species, C4H14N2O2 in total in a non-equilibrium geometry, computed with the ωB97M-V functional and the def2-TZVPD basis.

```
22
Properties=species:S:1:pos:R:3:forces:R:3
C -0.196902 1.604976 0.616077 2.7 -2.3 -0.7
C 1.014349 1.515990 1.604992 2.8 1.6 -2.0
C 2.060177 0.454923 1.092570 -2.0 -0.1 0.0
O 1.669723 2.888786 1.546413 -0.4 -0.5 -2.7
N -0.618293 0.201014 0.251605 0.4 2.5 -2.4
C -1.296481 -0.742605 1.072492 -3.1 1.5 1.9
N -1.284081 -2.067948 0.637884 -0.2 -1.5 -1.1
H -0.894959 2.311565 0.985439 -1.1 0.5 0.1
H 0.298620 1.988857 -0.422258 -1.2 -0.6 2.5
H 1.086541 1.521530 2.685294 -1.7 -0.8 0.3
H 2.312545 0.641715 0.038931 0.3 0.0 0.5
H 1.725847 -0.589608 1.184875 -0.7 0.4 -0.4
H 2.847366 0.404741 1.784207 1.7 0.8 0.5
H 1.736084 3.146369 0.556490 -0.1 -0.6 2.4
H -1.007330 0.336975 -0.727611 0.2 -1.0 1.9
H -1.086791 -0.773531 2.139926 1.3 0.9 0.0
H -2.425057 -0.514365 1.177688 1.2 -0.1 -0.4
H -1.975302 -2.086904 -0.093124 0.2 -0.9 -0.5
H -0.387175 -2.439594 0.321678 -0.3 0.4 0.0
H -0.621298 -2.537442 -4.847857 -1.5 -0.3 -1.8
H -1.658107 -2.979236 -6.063203 0.1 -1.4 -0.2
O -1.299475 -2.286208 -5.542508 1.5 1.6 1.9
```
Forces are in eV/Å.

Computed properties:
SMILES string   C[C@@H](O)CNCN.O
E_LUMO   0.57 eV
Energy relative to the best compared isomer or geometry (same formula, charge and spin)   65.7 kcal/mol
Multiplicity   1
Orbital gap   9.424 eV
HOMO level   -8.858 eV


(2)
A cluster of 2 separate species, C2H7NO3 in total in a non-equilibrium geometry, computed with the ωB97M-V functional and the def2-TZVPD basis.

```
13
Properties=species:S:1:pos:R:3:forces:R:3
O 1.926307 0.185335 -0.058832 0.3 0.1 -0.3
C 1.086525 -0.491109 0.467098 0.3 1.2 -0.5
O 0.778163 -0.236046 1.798162 -0.7 -1.4 -1.0
C 0.214058 -1.458173 -0.381028 1.7 1.0 1.1
N -0.652166 -0.720753 -1.308396 1.9 -1.2 -1.9
H 0.631368 0.711060 1.834350 0.2 0.4 0.3
H -0.319999 -1.892757 0.373714 -2.2 -1.6 1.5
H 0.898685 -2.233913 -0.725630 -0.3 0.3 -0.9
H -0.117753 -0.582443 -2.217823 -0.9 -0.1 1.6
H -0.726829 0.176791 -0.895359 -0.5 1.1 0.2
H -0.523379 2.419639 0.176942 0.3 0.3 -0.3
H -1.991362 2.118257 0.235843 -2.1 0.3 -1.2
O -1.203622 2.004108 0.700958 2.0 -0.6 1.3
```
Forces are in eV/Å.

Computed properties:
SMILES string   NCC(=O)O.O
E_LUMO   0.46 eV
Energy relative to the best compared isomer or geometry (same formula, charge and spin)   34.3 kcal/mol
Multiplicity   1
Orbital gap   10.225 eV
HOMO level   -9.762 eV